# C22H35BeBr2Cl8CsF3IN3O8

C22H35BeBr2Cl8CsF3IN3O8 as an isolated structure at a distorted geometry (the ωB97M-V functional and the def2-TZVPD basis, OMol25).

Structure (XYZ):
```
84
Properties=species:S:1:pos:R:3:forces:R:3
C 2.580038 3.251596 5.739369 -1.053 0.690 0.402
C 1.959575 2.781011 4.805981 -1.326 -0.436 -1.868
C 1.013700 2.260190 3.687680 0.756 0.071 1.467
N 1.571855 2.345133 2.343747 0.217 -0.807 0.617
C 2.662185 1.359710 1.981617 0.021 -0.678 -0.435
O 2.170781 0.117536 1.669955 0.257 0.146 0.582
C 2.168174 -0.821391 2.737855 -0.440 -0.877 0.265
C 2.742215 -2.186528 2.341331 -0.839 -0.293 0.483
C 1.610608 -3.071553 1.766205 0.637 0.989 0.128
C 1.154716 3.223805 1.464943 -0.117 0.658 -0.731
N 0.173619 4.137670 1.771518 1.762 0.747 1.024
N 1.695127 3.258485 0.225170 -1.771 0.139 -0.772
C 1.368275 2.121380 -0.694161 1.178 -1.313 0.395
C 0.002233 1.456158 -0.463584 0.437 -0.198 0.072
O -0.086496 0.329645 -0.122730 -0.231 -0.051 -0.062
I -1.854097 2.557089 -0.799035 0.441 0.061 0.044
H 2.799479 3.873968 6.580258 0.500 -0.256 0.090
H 0.091393 2.823267 3.825694 -0.035 -0.067 -0.324
H 0.789424 1.227212 3.956264 0.017 -0.049 -0.293
H 3.243601 1.707583 1.109274 -0.407 0.314 0.116
H 3.356662 1.371972 2.829588 -1.114 -1.296 -0.793
H 1.115525 -0.994128 3.014317 0.126 0.049 0.067
H 2.667717 -0.478617 3.658358 0.174 0.496 -0.384
H 3.614247 -2.114255 1.689419 -0.133 0.184 -0.077
H 3.054126 -2.665949 3.278792 0.225 0.096 -0.127
H 0.846912 -3.162938 2.542889 0.048 -0.353 -0.097
H 2.021881 -4.034847 1.478495 -0.419 -0.021 -0.115
H 1.150129 -2.526010 0.938539 0.055 -0.419 -0.231
H 0.380688 4.526573 2.692077 -0.642 -0.085 0.125
H 0.237222 4.933817 1.144070 -0.583 -0.216 -0.376
H 1.390526 4.105468 -0.246878 0.169 0.108 -0.054
H 2.234409 1.341163 -0.548295 -1.904 0.929 -0.421
H 1.472085 2.478460 -1.718744 -0.157 0.155 0.090
Br 4.050350 2.972622 3.790501 2.249 0.445 1.107
Be 6.318937 1.547466 3.034511 -1.210 0.633 -0.398
C -2.895621 5.482698 -2.306286 0.340 0.167 -0.333
C -3.669767 6.776275 -2.529006 -0.445 -1.133 0.059
O -2.855688 7.950352 -2.299383 0.437 0.539 0.110
C -2.119187 8.320903 -3.336914 -0.852 -1.003 -0.004
O -2.103415 7.827560 -4.414037 0.099 0.691 -0.537
C -1.293229 9.551331 -2.972832 1.064 -1.380 0.864
F -0.691377 9.455043 -1.793150 -0.226 0.130 -0.017
F -2.076046 10.681349 -2.906570 -2.792 -3.903 1.990
F -0.327077 9.814976 -3.867441 -0.303 -0.571 -0.163
H -2.463531 5.477775 -1.303774 -0.194 0.033 0.096
H -3.572417 4.630816 -2.409282 -0.153 0.123 0.069
H -2.023559 5.322832 -2.993636 -1.032 0.333 0.437
H -4.484619 6.825374 -1.807378 0.113 0.404 0.079
H -4.112672 6.833491 -3.523286 0.207 0.040 -0.055
Cl 4.053225 1.094130 -0.798989 1.748 -0.308 0.077
C 2.357518 -5.348984 -1.402500 -0.171 0.119 -0.027
Cl 2.687407 -6.460533 -2.739423 0.022 0.020 0.033
Cl 3.439148 -5.724271 -0.049456 0.084 -0.090 -0.069
Cl 2.641934 -3.685431 -1.933131 0.041 -0.034 0.037
Cl 0.682886 -5.528064 -0.883494 0.224 -0.024 -0.121
C 7.079719 5.553449 4.681829 0.195 0.540 0.254
Cl 6.739150 3.883264 4.123900 1.053 0.532 0.117
Cl 6.173237 6.704742 3.713028 0.050 -0.172 -0.006
Cl 6.687304 5.713854 6.389536 0.034 -0.113 -0.121
H 8.137006 5.747321 4.550672 -0.006 -0.079 -0.024
C -5.226497 -7.831380 0.397719 0.000 -0.225 0.392
C -4.107015 -6.830155 0.552302 -0.467 -0.310 -0.194
C -3.356468 -6.557486 -0.726161 0.023 0.235 -0.169
O -2.045974 -6.215828 -0.243309 -0.159 -0.196 0.349
C -1.883650 -6.861888 0.943087 -0.035 -0.043 0.032
O -0.845499 -6.989268 1.503581 0.080 0.060 0.095
O -3.066733 -7.346995 1.398582 0.206 0.254 -0.181
H -5.777649 -7.935238 1.332741 -0.048 0.053 -0.038
H -5.922119 -7.523141 -0.383048 0.039 0.064 -0.003
H -4.828989 -8.817170 0.153854 0.067 0.072 -0.144
H -4.482597 -5.905883 1.001219 0.101 0.029 -0.002
H -3.785255 -5.736490 -1.296432 0.204 0.087 0.006
H -3.270635 -7.428885 -1.372672 -0.104 -0.042 0.064
Br -0.061954 5.551829 -3.830915 1.123 0.021 0.080
Cs -1.001001 12.380932 -3.793363 2.575 5.639 -2.455
C -3.138623 -7.845069 -5.800575 -0.021 0.071 0.017
C -2.695125 -8.253738 -4.409042 -0.284 -0.149 -0.196
O -3.741704 -8.045149 -3.457171 0.096 0.052 0.041
H -3.433200 -6.795160 -5.813394 0.075 0.015 0.012
H -2.337976 -7.994495 -6.525954 -0.028 -0.016 -0.015
H -4.007910 -8.427470 -6.115665 0.069 -0.075 -0.037
H -1.841613 -7.657397 -4.089204 -0.067 0.008 0.140
H -2.405372 -9.308783 -4.390668 0.138 0.039 -0.040
H -4.494595 -8.578715 -3.729492 -0.007 0.001 -0.012
```
Forces are in eV/Å.

Results
Orbital gap ... 0.054 Ha
E_LUMO ... -6.444 eV
HOMO level ... -7.911 eV
Total charge ... +1
DFT total energy ... -11086.56429 Ha



# C22H35BrCuO2P2

C22H35BrCuO2P2 as an isolated structure at a distorted geometry (the ωB97M-V functional and the def2-TZVPD basis, OMol25).

Structure (XYZ):
```
63
Properties=species:S:1:pos:R:3:forces:R:3
P 0.424503 -2.246847 -1.653440 -0.365 -1.086 -0.444
P 0.733748 1.510742 -1.495193 -2.055 1.248 -2.772
C 0.365868 -0.936236 -2.944189 0.017 -0.275 0.041
C 1.347750 0.197653 -2.619028 0.719 -0.216 0.223
H -0.687776 -0.609761 -2.951079 0.354 0.090 -0.087
H 0.563696 -1.389270 -3.927817 0.169 0.355 0.135
H 2.228018 -0.160402 -2.067225 0.102 -0.398 -0.335
H 1.700950 0.648942 -3.556363 0.002 0.171 0.408
C 0.482539 2.800845 -2.857299 -0.089 0.053 0.157
H 0.032114 3.747032 -2.512214 0.285 -0.355 0.144
H -0.183133 2.427733 -3.650257 0.191 -0.159 0.301
H 1.455118 3.027458 -3.325119 -0.287 -0.070 0.251
C 1.942966 2.394954 -0.481278 0.528 0.147 0.353
H 2.273218 3.290267 -1.009351 -0.096 -0.082 -0.252
H 2.810793 1.752324 -0.282981 -0.235 0.171 0.018
H 1.561223 2.710474 0.500449 0.000 -0.421 -0.361
C -0.321442 -3.655836 -2.652162 0.120 0.099 -0.010
H -0.303785 -4.555102 -2.021855 -0.022 0.176 -0.091
H 0.306693 -3.863597 -3.530996 -0.158 0.043 0.124
H -1.362998 -3.510061 -2.990671 0.488 0.151 0.230
C 2.102112 -2.848899 -1.579753 0.648 0.093 -0.983
H 2.671166 -2.186140 -0.895999 -0.058 -0.556 -0.447
H 2.521068 -2.853467 -2.601337 0.306 -0.358 0.397
H 2.040766 -3.858277 -1.141948 0.250 0.360 -0.198
Cu 2.823734 -0.547842 0.465057 0.094 0.094 0.762
C -1.751030 1.476701 -1.320821 2.543 0.245 3.861
C -2.655722 1.063512 -2.260401 -0.955 -0.644 -1.990
C -3.998326 0.734560 -1.672228 -0.540 0.200 0.212
C -4.170639 -0.759234 -1.225481 -0.472 1.333 -0.303
C -3.011767 -1.674421 -1.479820 -0.418 -0.339 -0.158
C -1.966134 -1.777676 -0.655179 0.541 0.440 1.364
C -1.321130 -0.661865 0.224842 -0.615 -0.257 0.451
C -1.813877 0.794787 0.084815 -0.676 0.357 0.485
C 3.310231 -2.208133 1.331388 -0.134 -1.295 -1.753
H -1.540258 2.549387 -1.207791 0.126 -0.293 -0.499
H -2.484683 1.052342 -3.347878 -0.157 0.442 0.576
H -4.844541 1.003282 -2.334665 0.777 -0.091 -0.062
H -4.077110 1.438770 -0.826863 -0.414 -0.480 -0.188
H -4.415992 -0.844039 -0.147788 -0.031 0.329 -0.624
H -5.063598 -1.044193 -1.800060 0.399 -0.606 0.368
H -3.176933 -2.396802 -2.281850 -0.062 -0.434 0.687
H -1.540519 -2.771203 -0.451566 -0.059 0.792 -0.606
H -0.224046 -0.613815 0.105832 -0.530 -0.457 -0.195
H -1.393073 -0.989732 1.282981 -0.166 0.434 -0.343
H -2.852410 0.796002 0.425641 -0.018 0.213 -0.006
H -1.286703 1.424904 0.837353 -0.061 -0.426 -0.646
H 3.990490 -1.986477 2.150649 -0.053 -0.292 0.108
H 3.694722 -2.926213 0.583819 0.531 -0.001 0.849
H 2.314096 -2.599608 1.626038 0.724 0.342 0.185
Br 2.530585 3.469672 2.997272 0.186 0.390 0.264
C 1.586404 2.377930 4.211059 -0.886 -1.193 0.408
C 1.144045 2.924271 5.421884 -0.248 -0.255 0.153
C 0.303437 2.181853 6.282742 0.569 -0.147 -1.224
C -0.071826 0.883616 5.926104 -0.008 0.230 0.092
C 0.405868 0.322986 4.751155 0.032 0.668 0.431
C 1.224025 1.047711 3.884012 -0.043 0.306 -0.124
C 1.538263 0.283005 2.614583 0.265 -2.056 -1.088
O 1.102763 -0.901240 2.514469 -0.014 2.518 0.407
O 2.266468 0.838826 1.702420 -1.177 0.622 1.065
H 1.427038 3.945244 5.680643 -0.098 -0.281 -0.077
H -0.074722 2.638763 7.176193 -0.038 0.144 0.312
H -0.766909 0.297811 6.527007 0.233 0.252 0.074
H 0.134613 -0.677969 4.451551 0.042 0.013 -0.027
```
Forces are in eV/Å.

Results
Orbital gap (alpha / beta) ... 0.177 / 0.133 Ha
Energy above the lowest of the compared OMol25 structures with the same formula, charge and spin ... 119.5 kcal per mole
E_LUMO (alpha / beta) ... -1.113 / -2.316 eV
HOMO level (alpha / beta) ... -5.926 / -5.924 eV
2S+1 ... 2
DFT total energy ... -5906.64580 Ha



# C22H35BrN8OSi2

A 8-piece molecular cluster, C22H35BrN8OSi2 overall at a distorted geometry (the ωB97M-V functional and the def2-TZVPD basis, OMol25).

Structure (XYZ):
```
69
Properties=species:S:1:pos:R:3:forces:R:3
C 0.149125 0.656353 1.665669 -0.527 -0.140 -0.360
C 0.120075 0.592853 0.098377 0.125 -0.005 -2.068
C -1.117511 0.755452 -0.713131 2.542 -0.466 -0.017
C -1.054979 0.632035 -2.153777 0.547 -0.134 0.628
C 0.173847 0.367744 -2.877918 0.698 -0.022 2.338
C 1.396294 0.221742 -2.112046 -2.237 0.315 0.907
C 1.355031 0.331718 -0.643225 -0.330 0.039 -0.602
C 2.746057 0.102267 0.065855 -0.630 0.081 -0.943
Si 3.151305 -1.749332 -0.261509 -0.582 1.042 1.036
O 3.885707 -2.533650 1.086809 -1.318 -1.591 -1.020
Si 3.125128 -4.064954 1.245075 -0.463 1.068 0.494
N 1.747830 -3.896671 2.341442 1.740 -0.051 -0.533
Br 4.563752 -5.706839 1.866764 -0.221 0.583 -0.092
H -0.658028 1.330662 2.093335 0.842 -0.914 -0.675
H 1.126595 1.006521 2.075393 -0.783 -0.137 -0.521
H 0.000951 -0.383668 2.073658 0.005 0.989 -0.323
H -2.062452 0.969299 -0.163050 0.755 -0.181 -0.720
H -2.009595 0.726559 -2.718014 0.868 -0.014 0.419
H 0.248556 0.249551 -3.979740 -0.455 0.187 0.969
H 2.344166 -0.008472 -2.658368 -0.806 0.349 0.720
H 2.728130 0.360338 1.148186 0.211 -0.114 -0.926
H 3.469295 0.729723 -0.527312 -0.432 -0.502 0.976
H 3.893847 -1.867737 -1.521163 0.400 -0.175 -0.010
H 1.839548 -2.404891 -0.461084 0.112 -0.022 0.027
H 2.562905 -4.489497 -0.049458 0.397 -0.220 0.089
H 2.021484 -3.258017 3.091816 -0.435 -0.368 0.032
H 1.441075 -4.798255 2.706008 -0.046 0.415 0.137
C -1.788926 4.358181 2.729114 -0.339 -0.327 -0.171
C -2.738682 3.369978 2.170388 0.656 0.637 0.372
N -3.464926 2.596058 1.739582 -0.179 -0.189 -0.117
H -0.772465 4.108666 2.424963 -0.068 -0.019 -0.035
H -2.034568 5.355229 2.363500 0.000 -0.068 -0.045
H -1.846615 4.353506 3.817939 0.008 -0.095 -0.127
C -3.892315 6.375613 5.887455 0.361 -0.571 0.073
C -3.043418 5.168645 6.015142 -0.502 0.612 -0.018
N -2.387167 4.232957 6.114649 0.038 -0.020 0.007
H -4.016934 6.846046 6.860452 0.079 -0.022 -0.066
H -3.425448 7.086636 5.206629 0.008 -0.019 0.072
H -4.871655 6.098488 5.497163 0.060 -0.053 0.010
C -4.291147 -2.156880 -3.198204 -0.065 0.303 -0.385
C -4.274385 -1.259137 -4.374357 0.012 -0.466 0.617
N -4.260137 -0.563071 -5.286145 -0.004 0.021 -0.092
H -5.312220 -2.270663 -2.834496 0.030 0.068 -0.042
H -3.898667 -3.134167 -3.475823 0.065 0.106 -0.038
H -3.673571 -1.737290 -2.404311 0.015 -0.007 -0.078
C -7.196151 8.939319 6.266881 0.510 0.037 0.228
C -5.837939 9.040005 6.849010 -0.744 0.029 -0.274
N -4.786754 9.118438 7.300803 0.014 0.023 0.011
H -7.852868 8.403440 6.951273 0.059 0.026 -0.012
H -7.598835 9.936632 6.093951 0.051 -0.040 0.017
H -7.154004 8.402899 5.319436 0.019 0.031 0.044
C 6.278561 -8.015627 -0.757277 -0.100 -0.348 -0.459
C 5.979685 -8.919130 -1.892216 0.170 0.478 0.612
N 5.748579 -9.618385 -2.770713 -0.017 -0.053 -0.078
H 5.776183 -7.059990 -0.901804 -0.003 -0.065 0.017
H 5.930951 -8.462360 0.173433 -0.008 0.020 -0.062
H 7.352953 -7.846833 -0.691534 -0.047 -0.031 -0.026
C 6.707813 -2.053538 -3.092357 -0.281 0.578 -0.153
C 6.066040 -0.756068 -3.428531 0.401 -0.831 0.220
N 5.573296 0.245589 -3.690258 -0.073 0.072 0.011
H 6.749400 -2.178513 -2.010734 -0.031 0.052 -0.047
H 6.134009 -2.873817 -3.522449 -0.008 0.078 0.005
H 7.720540 -2.079450 -3.493068 -0.057 0.042 0.003
C -2.223124 -2.736703 -7.596543 0.110 -0.098 0.506
C -1.950111 -2.987428 -6.164129 -0.141 0.165 -0.789
N -1.738698 -3.176860 -5.053611 0.029 -0.087 0.124
H -3.293433 -2.807831 -7.786098 0.044 0.036 0.066
H -1.878925 -1.739716 -7.868778 -0.038 -0.032 0.070
H -1.702057 -3.473702 -8.206918 -0.007 0.016 0.068
```
Forces are in eV/Å.

Results
Orbital gap ... 0.317 Ha
E_LUMO ... 0.267 eV
HOMO level ... -8.361 eV
DFT total energy ... -4525.63744 Ha